(1)
{
  "formula": "C36H105O39P9",
  "method": "wB97M-V/def2-TZVPD",
  "symbols": ["P", "P", "P", "P", "P", "P", "P", "P", "P", "O", "O", "O", "O", "O", "O", "O", "O", "O", "O", "O", "O", "O", "O", "O", "O", "O", "O", "O", "O", "O", "O", "O", "O", "O", "O", "O", "O", "O", "O", "O", "O", "O", "O", "O", "O", "O", "O", "O", "C", "C", "C", "C", "C", "C", "C", "C", "C", "C", "C", "C", "C", "C", "C", "C", "C", "C", "C", "C", "C", "C", "C", "C", "C", "C", "C", "C", "C", "C", "C", "C", "C", "C", "C", "C", "H", "H", "H", "H", "H", "H", "H", "H", "H", "H", "H", "H", "H", "H", "H", "H", "H", "H", "H", "H", "H", "H", "H", "H", "H", "H", "H", "H", "H", "H", "H", "H", "H", "H", "H", "H", "H", "H", "H", "H", "H", "H", "H", "H", "H", "H", "H", "H", "H", "H", "H", "H", "H", "H", "H", "H", "H", "H", "H", "H", "H", "H", "H", "H", "H", "H", "H", "H", "H", "H", "H", "H", "H", "H", "H", "H", "H", "H", "H", "H", "H", "H", "H", "H", "H", "H", "H", "H", "H", "H", "H", "H", "H", "H", "H", "H", "H", "H", "H", "H", "H", "H", "H", "H", "H"],
  "coordinates": [[10.123, 15.051, 11.816], [18.497, 11.107, 16.329], [16.120, 14.383, 12.142], [18.863, 19.972, 11.983], [14.968, 20.834, 21.231], [13.027, 19.787, 10.714], [19.061, 21.759, 16.885], [19.017, 16.954, 20.529], [11.570, 22.562, 17.660], [17.451, 16.746, 20.353], [11.754, 20.218, 9.863], [19.481, 15.721, 21.503], [17.163, 11.683, 15.684], [19.405, 12.383, 16.490], [19.207, 23.018, 16.151], [20.170, 20.719, 16.465], [19.700, 19.844, 13.346], [14.110, 22.146, 21.116], [13.858, 21.112, 10.722], [12.749, 19.153, 11.994], [13.866, 18.833, 9.733], [17.673, 18.955, 12.256], [15.823, 20.749, 22.411], [18.256, 21.427, 12.090], [13.153, 14.790, 17.313], [12.615, 23.497, 17.324], [15.100, 16.195, 15.813], [8.400, 18.692, 13.558], [15.636, 15.346, 10.997], [19.092, 18.163, 21.496], [10.212, 22.843, 16.859], [15.645, 20.754, 19.821], [11.080, 22.556, 19.244], [13.855, 19.672, 21.123], [19.801, 17.105, 19.313], [15.869, 12.931, 11.633], [19.097, 21.853, 18.481], [19.143, 10.335, 15.083], [9.094, 13.907, 11.671], [15.520, 14.685, 13.459], [11.062, 14.903, 10.463], [17.686, 21.024, 16.542], [9.572, 16.399, 11.934], [17.711, 14.490, 12.042], [11.020, 14.567, 13.035], [19.575, 19.782, 10.729], [11.832, 21.071, 17.359], [18.270, 10.316, 17.530], [16.486, 21.891, 16.625], [20.045, 14.518, 20.839], [18.455, 18.146, 22.786], [11.984, 15.444, 13.742], [10.456, 19.389, 14.561], [10.655, 19.266, 9.648], [18.534, 9.094, 14.559], [7.679, 14.210, 11.527], [15.412, 17.549, 15.629], [19.383, 13.305, 15.329], [10.409, 15.395, 9.264], [14.826, 23.425, 21.314], [16.444, 19.610, 19.445], [16.781, 15.798, 19.483], [9.092, 17.541, 15.605], [14.364, 19.175, 8.435], [12.938, 15.365, 18.587], [11.793, 14.634, 19.306], [14.590, 18.082, 14.462], [16.892, 17.756, 15.445], [11.201, 23.746, 20.082], [16.732, 18.824, 11.096], [14.158, 15.495, 10.748], [12.936, 19.607, 22.251], [13.549, 22.189, 11.723], [16.227, 12.297, 16.678], [17.434, 21.897, 13.251], [20.344, 18.635, 13.721], [15.787, 11.892, 12.733], [9.051, 21.988, 17.135], [20.337, 19.404, 17.172], [20.234, 22.396, 19.192], [18.379, 15.731, 12.312], [9.069, 18.850, 14.820], [13.101, 20.450, 17.829], [12.649, 16.839, 18.401], [12.050, 13.598, 19.508], [13.815, 16.385, 11.244], [7.297, 15.224, 11.581], [16.756, 21.102, 13.570], [17.940, 8.696, 15.365], [7.382, 13.816, 10.552], [18.171, 22.242, 13.959], [7.174, 13.682, 12.310], [13.895, 21.779, 12.661], [9.291, 20.946, 17.236], [19.369, 14.304, 20.038], [13.242, 19.581, 17.193], [19.191, 18.618, 23.408], [19.382, 8.483, 14.336], [16.805, 11.854, 13.135], [17.195, 17.333, 14.501], [14.772, 19.105, 14.168], [13.862, 21.227, 17.788], [15.664, 23.287, 21.994], [13.294, 20.094, 23.145], [16.943, 14.810, 19.876], [12.891, 20.082, 18.833], [9.813, 19.921, 9.478], [17.701, 16.506, 12.622], [14.585, 20.242, 8.398], [13.526, 18.027, 14.693], [18.869, 16.067, 11.391], [15.370, 12.685, 16.104], [15.327, 15.768, 14.954], [13.856, 15.289, 16.861], [15.399, 11.032, 12.228], [11.893, 23.448, 20.858], [16.107, 19.706, 10.967], [13.868, 15.291, 19.181], [14.106, 15.701, 9.679], [17.190, 15.895, 18.479], [17.302, 18.574, 10.209], [17.092, 19.887, 18.620], [20.244, 23.496, 19.103], [10.589, 18.620, 10.521], [20.407, 13.646, 15.359], [18.109, 17.149, 23.021], [14.105, 23.014, 11.308], [8.488, 22.476, 17.903], [16.266, 22.011, 17.677], [16.624, 22.806, 16.077], [13.602, 18.895, 7.717], [11.064, 19.405, 15.464], [21.003, 19.622, 17.991], [19.583, 17.963, 14.115], [10.402, 20.332, 14.026], [11.668, 15.124, 20.268], [15.732, 16.098, 19.530], [11.026, 18.688, 13.943], [12.955, 17.419, 19.278], [8.865, 18.034, 13.021], [9.362, 15.601, 9.526], [10.864, 14.652, 18.730], [10.927, 16.267, 8.929], [21.002, 18.211, 12.961], [9.378, 17.655, 16.653], [15.095, 18.049, 16.555], [13.570, 14.603, 10.977], [19.132, 15.450, 13.020], [17.139, 18.814, 15.468], [13.179, 17.188, 17.517], [12.781, 18.561, 22.495], [17.040, 19.263, 20.283], [11.608, 17.018, 18.172], [10.467, 14.631, 8.508], [16.803, 13.068, 17.189], [17.991, 9.406, 13.687], [12.501, 22.475, 11.733], [21.172, 21.987, 18.783], [9.737, 16.846, 15.075], [11.599, 24.568, 19.485], [8.421, 22.104, 16.265], [19.207, 12.843, 14.368], [20.138, 13.865, 21.673], [17.677, 18.904, 22.792], [20.854, 18.802, 16.451], [8.425, 19.590, 15.294], [14.734, 17.422, 13.604], [15.296, 18.630, 8.342], [16.786, 22.639, 12.833], [8.078, 17.126, 15.551], [20.981, 18.916, 14.530], [15.708, 21.337, 16.124], [15.180, 12.312, 13.547], [14.111, 24.129, 21.748], [15.874, 11.556, 17.361], [10.194, 23.936, 20.390], [21.001, 14.818, 20.447], [15.741, 18.835, 19.098], [17.507, 17.255, 16.207], [19.370, 19.069, 17.520], [11.998, 20.108, 22.015], [11.831, 15.272, 14.805], [16.110, 17.993, 11.352], [15.200, 23.780, 20.352], [18.661, 14.037, 15.651], [11.852, 16.507, 13.619], [10.896, 18.683, 8.763], [20.087, 22.137, 20.228], [12.981, 15.100, 13.470]],
  "lowdin_charge": [0.373, 0.302, 0.338, 0.329, 0.321, 0.320, 0.329, 0.337, 0.337, -0.241, -0.228, -0.252, -0.261, -0.212, -0.229, -0.221, -0.206, -0.224, -0.238, -0.209, -0.255, -0.247, -0.219, -0.210, -0.065, -0.217, -0.079, -0.068, -0.212, -0.208, -0.213, -0.219, -0.250, -0.231, -0.216, -0.203, -0.234, -0.240, -0.181, -0.235, -0.243, -0.256, -0.227, -0.205, -0.196, -0.220, -0.227, -0.221, -0.042, -0.033, -0.053, -0.034, -0.050, -0.035, -0.028, -0.066, -0.487, -0.045, -0.075, -0.040, -0.036, -0.039, -0.037, -0.067, -0.492, -0.042, -0.028, -0.029, -0.060, -0.033, -0.024, -0.077, -0.002, -0.021, -0.015, -0.086, -0.004, -0.064, -0.015, -0.065, -0.074, -0.483, -0.007, -0.044, 0.073, 0.065, 0.088, 0.075, 0.082, 0.092, 0.070, 0.082, 0.080, 0.074, 0.067, 0.070, 0.089, 0.081, 0.073, 0.049, 0.071, 0.067, 0.080, 0.077, 0.085, 0.077, 0.091, 0.046, 0.092, 0.067, 0.108, 0.089, 0.052, 0.038, 0.086, 0.061, 0.076, 0.111, 0.090, 0.084, 0.088, 0.068, 0.097, 0.073, 0.091, 0.090, 0.086, 0.078, 0.073, 0.084, 0.087, 0.064, 0.079, 0.078, 0.088, 0.075, 0.073, 0.050, 0.078, 0.035, 0.082, 0.083, 0.063, 0.101, 0.072, 0.115, 0.080, 0.078, 0.071, 0.055, 0.087, 0.069, 0.074, 0.086, 0.079, 0.075, 0.090, 0.091, 0.060, 0.086, 0.083, 0.079, 0.083, 0.069, 0.063, 0.119, 0.073, 0.086, 0.076, 0.084, 0.054, 0.076, 0.074, 0.085, 0.075, 0.079, 0.081, 0.093, 0.084, 0.066, 0.089, 0.084, 0.058, 0.094, 0.083, 0.061, 0.073, 0.083, 0.066],
  "smiles": "COP(=O)(OC)OC.COP(=O)(OC)OC.COP(=O)(OC)OC.COP(=O)(OC)OC.COP(=O)(OC)OC.COP(=O)(OC)OC.COP(=O)(OC)OC.COP(=O)(OC)OC.COP(=O)(OC)OC.CC(C)O.CC(C)O.CC(C)O",
  "homo_energy_ev": -9.6,
  "charge": 0,
  "de_lowest_ev": 0.000
}

(2)
{
  "formula": "C36H106N6O20",
  "method": "wB97M-V/def2-TZVPD",
  "symbols": ["O", "O", "O", "O", "O", "O", "O", "O", "O", "O", "O", "O", "O", "O", "O", "O", "O", "O", "O", "O", "N", "N", "N", "N", "N", "N", "C", "C", "C", "C", "C", "C", "C", "C", "C", "C", "C", "C", "C", "C", "C", "C", "C", "C", "C", "C", "C", "C", "C", "C", "C", "C", "C", "C", "C", "C", "C", "C", "C", "C", "C", "C", "H", "H", "H", "H", "H", "H", "H", "H", "H", "H", "H", "H", "H", "H", "H", "H", "H", "H", "H", "H", "H", "H", "H", "H", "H", "H", "H", "H", "H", "H", "H", "H", "H", "H", "H", "H", "H", "H", "H", "H", "H", "H", "H", "H", "H", "H", "H", "H", "H", "H", "H", "H", "H", "H", "H", "H", "H", "H", "H", "H", "H", "H", "H", "H", "H", "H", "H", "H", "H", "H", "H", "H", "H", "H", "H", "H", "H", "H", "H", "H", "H", "H", "H", "H", "H", "H", "H", "H", "H", "H", "H", "H", "H", "H", "H", "H", "H", "H", "H", "H", "H", "H", "H", "H", "H", "H"],
  "coordinates": [[-8.515, 1.437, 3.654], [2.461, 5.534, 12.477], [-2.971, 3.121, -11.816], [1.238, 6.843, -7.045], [1.728, 2.397, -1.286], [8.408, -2.181, 1.984], [7.371, 4.629, -2.686], [1.795, -0.368, 6.270], [-1.638, 0.233, -4.003], [0.967, -9.127, 1.077], [-4.571, -6.315, -9.899], [8.051, 9.239, -2.370], [9.548, 6.274, 2.997], [-7.924, -0.650, -0.558], [-1.629, -1.014, 3.576], [1.674, -7.726, -3.039], [-8.928, -10.328, -9.153], [2.142, 7.952, 8.524], [8.248, 0.438, -1.509], [5.245, -2.408, 4.668], [-6.697, -0.847, 3.160], [8.367, 7.658, 0.456], [-0.462, 0.198, -1.070], [-7.054, -7.163, -8.378], [1.462, -10.330, -1.592], [1.805, 7.771, 11.258], [-8.862, -8.888, -9.278], [1.435, -9.071, -3.661], [2.062, 8.186, 7.144], [-4.622, -7.194, -8.769], [1.055, 0.065, -0.802], [-4.125, -5.034, -9.713], [0.684, 3.305, -1.218], [-5.770, -7.026, -7.734], [2.243, 9.023, 10.773], [1.487, 6.438, 13.072], [-2.079, -0.474, -2.811], [-9.189, 2.673, 4.019], [1.880, 7.809, 12.651], [9.066, 9.224, -1.353], [1.669, 1.363, -0.362], [0.745, -10.964, -0.472], [-6.840, -0.350, 1.739], [8.555, 8.939, -3.668], [1.836, 9.193, 9.295], [-0.875, -0.898, -1.907], [8.353, 9.021, -0.026], [-0.001, -9.821, 0.312], [0.695, -10.131, -2.813], [-10.223, -10.871, -9.549], [2.797, -7.029, -3.543], [7.818, 7.569, 1.790], [8.290, 6.223, 2.431], [-7.906, -0.918, 4.039], [10.098, 5.056, 3.602], [1.250, -7.760, 0.622], [-9.161, -1.076, -1.239], [-8.270, 0.501, 4.611], [2.134, 4.146, 12.453], [-7.403, -8.555, -8.678], [-2.850, 0.624, -4.822], [-7.860, -1.089, 0.834], [1.205, 1.549, 0.607], [9.460, 9.523, -3.838], [-7.152, -9.039, -7.734], [0.382, -7.124, 0.797], [8.688, 7.859, -3.715], [8.693, -0.251, -2.002], [1.771, 6.055, -6.936], [1.316, -0.839, -0.251], [-9.957, 2.356, 4.724], [-9.252, -2.161, -1.272], [-1.128, -1.845, -1.430], [-9.060, -0.824, -2.294], [-2.340, 2.988, -12.524], [-5.715, -6.055, -7.242], [-10.555, -10.286, -10.407], [1.383, 7.344, -6.242], [-3.676, -0.071, -4.670], [6.742, 7.678, 1.652], [1.175, 8.538, 13.053], [-3.146, 1.658, -4.645], [-0.142, 3.156, -0.523], [1.883, 9.836, 11.404], [2.168, 7.219, 6.652], [0.844, 9.637, 9.204], [1.100, 3.920, 12.193], [-4.660, -8.199, -9.189], [9.709, 8.366, -1.551], [-7.581, -2.132, 0.984], [0.818, -8.890, -4.541], [-9.204, 0.359, 5.155], [2.183, -7.434, 1.083], [-7.085, -6.648, -9.246], [-0.637, -10.331, 1.035], [2.427, 10.013, 8.887], [-3.036, -5.023, -9.735], [3.303, 9.190, 10.965], [-5.860, -0.533, 1.298], [10.385, 5.240, 4.637], [8.255, -1.562, 1.270], [8.922, 9.633, 0.674], [-2.822, 0.126, -2.286], [-0.011, -11.731, -0.640], [-9.149, -8.469, -10.243], [-1.365, -0.839, 2.673], [0.257, 3.460, -2.209], [-2.400, -1.575, 3.497], [2.732, -6.933, -4.627], [-10.073, -0.650, -0.821], [2.603, -6.027, -3.160], [2.901, 8.036, 12.958], [9.366, 7.567, 0.571], [2.531, -0.813, 5.850], [7.365, 9.464, -0.155], [-2.685, -1.344, -3.066], [2.690, 1.041, -0.157], [1.716, 6.448, 14.138], [2.232, 6.954, 10.845], [2.310, -9.561, -4.087], [-8.650, -1.487, 3.482], [-5.591, -7.755, -6.943], [7.495, 5.435, -2.186], [9.234, -2.608, 1.758], [2.285, 3.889, 13.502], [-2.602, 3.836, -11.298], [1.458, -7.848, -0.444], [-10.983, -10.757, -8.777], [1.122, 8.561, 6.739], [7.975, 5.347, 1.864], [-8.466, 3.385, 4.417], [-7.706, -1.610, 4.857], [5.806, -2.869, 5.293], [-0.402, 0.962, -1.727], [-4.585, -4.623, -8.815], [-9.644, -8.552, -8.597], [-3.703, -7.172, -8.183], [9.634, 10.153, -1.319], [10.844, 4.698, 2.893], [0.426, 6.237, 12.926], [2.785, 8.962, 6.895], [-9.582, 3.209, 3.154], [-10.196, -11.950, -9.699], [-0.146, -1.133, -2.682], [1.727, -9.382, -1.366], [7.902, 9.331, -4.448], [1.629, -0.192, -1.692], [1.451, -11.425, 0.218], [8.095, 8.369, 2.477], [-7.443, 0.799, 5.255], [-0.576, -9.186, -0.361], [2.844, 3.602, 11.831], [0.842, -11.024, -3.420], [3.699, -7.474, -3.124], [-8.764, -0.921, 1.419], [1.124, -0.318, 5.589], [-7.054, 0.718, 1.705], [-6.639, -8.902, -9.373], [-0.379, -9.949, -2.770], [-2.629, 0.647, -5.889], [1.180, 4.215, -0.881], [5.806, -2.259, 3.907], [7.598, 6.174, 3.272], [-4.275, -4.306, -10.510], [8.344, 1.221, -2.050], [-6.117, -0.243, 3.725], [6.509, 4.310, -2.418], [9.256, 4.381, 3.755]],
  "lowdin_charge": [-0.210, -0.213, -0.055, -0.056, -0.149, -0.050, -0.057, -0.053, -0.201, -0.208, -0.183, -0.207, -0.200, -0.184, -0.052, -0.229, -0.224, -0.184, -0.055, -0.052, -0.061, -0.068, -0.025, -0.093, -0.055, -0.077, -0.164, -0.167, -0.144, -0.197, -0.190, -0.145, -0.134, -0.209, -0.235, -0.202, -0.225, -0.048, -0.268, -0.210, -0.269, -0.171, -0.194, -0.105, -0.158, -0.233, -0.235, -0.224, -0.223, -0.089, -0.115, -0.204, -0.262, -0.176, -0.047, -0.053, -0.086, -0.258, -0.092, -0.170, -0.058, -0.216, 0.125, 0.082, 0.114, 0.088, 0.086, 0.028, 0.028, 0.118, 0.083, 0.077, 0.115, 0.079, 0.027, 0.104, 0.078, 0.028, 0.076, 0.120, 0.131, 0.076, 0.093, 0.116, 0.089, 0.115, 0.084, 0.111, 0.117, 0.118, 0.110, 0.112, 0.090, 0.104, 0.110, 0.103, 0.086, 0.114, 0.105, 0.084, 0.024, 0.112, 0.114, 0.110, 0.111, 0.022, 0.089, 0.029, 0.084, 0.081, 0.086, 0.126, 0.103, 0.022, 0.127, 0.106, 0.123, 0.115, 0.122, 0.115, 0.100, 0.118, 0.019, 0.030, 0.081, 0.028, 0.051, 0.076, 0.079, 0.122, 0.082, 0.105, 0.030, 0.076, 0.087, 0.108, 0.114, 0.120, 0.089, 0.129, 0.082, 0.085, 0.082, 0.109, 0.060, 0.084, 0.106, 0.107, 0.115, 0.121, 0.117, 0.088, 0.111, 0.091, 0.099, 0.023, 0.100, 0.098, 0.112, 0.074, 0.087, 0.021, 0.108, 0.086, 0.028, 0.087, 0.030, 0.078],
  "homo_energy_ev": -8.3,
  "charge": 0,
  "de_lowest_ev": 7.794
}

Gap between HOMO and LUMO
In order: 10.095 8.574
Unit: eV
Lowest unoccupied orbital energy
In order: 0.474 0.293
Unit: eV